This record from OMol25 describes a molecular structure, C17H14ClLuNO4 in a non-equilibrium geometry. The level of theory is ωB97M-V/def2-TZVPD.

As for the LUMO energy: 1.1898 eV. The value obtained for the highest occupied orbital energy is -4.83 eV.

```
! wB97M-V def2-TZVPD RIJCOSX def2/J DEFGRID3
* xyz -1 1
C 1.2203 -1.6162 -0.7660
C 1.3188 -1.6848 -2.1822
C 0.0048 -1.9195 -2.6925
H 2.2484 -1.6164 -2.7684
C -0.8955 -1.9618 -1.6099
C -0.1495 -1.8026 -0.4131
H -0.6104 -2.0012 0.5617
H 2.0209 -1.5786 -0.0255
H -0.2684 -2.0091 -3.7571
H -1.9762 -2.1848 -1.6655
Lu 0.1704 0.5634 -2.0809
Cl 2.0935 1.8783 -1.3989
C 0.4545 2.2327 -3.9952
C -0.7912 1.5549 -4.2816
C -0.4575 0.3192 -4.9469
H -1.7805 2.0312 -4.3059
C 0.9638 0.2286 -5.0406
C 1.5274 1.3913 -4.4504
H 2.5813 1.6820 -4.5397
H 0.5766 3.2912 -3.7417
H -1.1511 -0.3054 -5.5242
H 1.5228 -0.4860 -5.6588
O -2.4400 1.2347 1.1233
C -1.2679 0.8551 1.2246
O -0.4565 0.7341 0.1984
C -0.8665 0.5081 2.6945
C 0.3866 0.0086 3.0983
C 0.7325 -0.2948 4.4299
C -0.1632 -0.0588 5.4787
C -1.4595 0.4376 5.1108
C -1.7849 0.7319 3.7660
N 0.1790 -0.3119 6.8450
O 1.2852 -0.8018 7.1759
O -0.6903 -0.0090 7.7096
H 1.1559 -0.1837 2.3538
H 1.6947 -0.7305 4.6836
H -2.1897 0.6633 5.8893
H -2.7387 1.2107 3.5016
*
```



This record from OMol25 describes a molecular structure, C17H14ClMgNO2S2 in a non-equilibrium geometry. The level of theory is ωB97M-V/def2-TZVPD.

As for the LUMO energy: 3.7349 eV. The value obtained for the highest occupied orbital energy is -0.18 eV. Its energy above the lowest of the compared OMol25 structures with the same formula, charge and spin is 0.000 eV.

```
! wB97M-V def2-TZVPD RIJCOSX def2/J DEFGRID3
* xyz -2 1
C -1.6354 -0.6757 0.9274
C -1.3616 -2.0653 0.7237
C -1.2218 -2.2927 -0.6680
H -1.3045 -2.8231 1.5017
C -1.4125 -1.0559 -1.3392
C -1.6430 -0.0535 -0.3659
H -1.8517 0.9949 -0.5623
H -1.9719 -0.2107 1.8539
H -1.0886 -3.2655 -1.1444
H -1.4202 -0.9081 -2.4237
Mg 0.6457 -0.5465 0.6188
Cl 1.6674 -2.2313 1.7306
C 3.5302 -5.1551 -0.3847
C 3.0594 -5.2545 -1.7327
C 1.8640 -6.0413 -1.7263
H 3.5404 -4.8296 -2.6124
C 1.5990 -6.4328 -0.3756
C 2.6287 -5.8845 0.4534
H 2.7193 -6.0115 1.5306
H 4.4245 -4.6306 -0.0538
H 1.2728 -6.3163 -2.5991
H 0.7745 -7.0614 -0.0414
O 0.5430 4.4601 3.3398
S -0.5053 3.7792 2.6090
O -1.7196 3.3685 3.2738
N 0.1469 2.4616 1.7781
C 0.2530 2.7136 0.4826
S 1.0949 1.6018 -0.4976
C -0.3919 3.9598 0.0292
C -0.6786 4.3929 -1.2649
C -1.3686 5.5895 -1.4721
C -1.7754 6.3516 -0.3627
C -1.5355 5.8998 0.9431
C -0.8887 4.6831 1.1120
H -0.3421 3.7583 -2.0781
H -1.5638 5.9386 -2.4906
H -2.2710 7.3080 -0.5323
H -1.8120 6.4846 1.8200
*
```



This record from OMol25 describes a molecular structure, C17H14ClNO3PtS in a non-equilibrium geometry. The level of theory is ωB97M-V/def2-TZVPD.

As for the LUMO energy (spin up / spin down): 4.6033 / 4.6022 eV. The value obtained for the highest occupied orbital energy (spin up / spin down) is 0.61 / 1.06 eV. Its energy above the lowest of the compared OMol25 structures with the same formula, charge and spin is 2.823 eV.

```
! wB97M-V def2-TZVPD RIJCOSX def2/J DEFGRID3
* xyz -2 3
C -2.2649 -0.9243 -0.0859
C -1.6335 -1.1158 -1.3336
C -1.4009 0.1626 -1.8909
H -1.3524 -2.0634 -1.7616
C -1.8489 1.1361 -0.9708
C -2.3951 0.4504 0.1377
H -2.7383 0.9080 1.0470
H -2.4917 -1.6978 0.6244
H -0.9423 0.3612 -2.8435
H -1.7591 2.2047 -1.0716
Pt 0.0000 0.0000 0.0000
Cl 0.1578 -1.9502 1.5407
C 2.3488 0.1209 0.2684
C 1.9746 1.3443 -0.3291
C 1.4871 1.0659 -1.6130
H 1.9655 2.3012 0.1600
C 1.5766 -0.3325 -1.8231
C 2.1166 -0.9130 -0.6670
H 2.2361 -1.9647 -0.4799
H 2.6552 -0.0126 1.2899
H 1.0683 1.7853 -2.2975
H 1.2404 -0.8663 -2.6966
O 2.6826 2.7494 4.5657
S 2.2548 1.2754 4.5135
O 3.4647 0.3930 4.1724
N 1.5483 1.3084 2.9047
C 0.3288 0.9046 2.8906
O -0.4220 0.8437 1.7676
C -0.2059 0.5215 4.2001
C -1.4853 0.0394 4.4881
C -1.7916 -0.3026 5.8153
C -0.8222 -0.1600 6.8271
C 0.4583 0.3265 6.5172
C 0.7384 0.6591 5.1924
H -2.2244 -0.0766 3.7056
H -2.7754 -0.6819 6.0598
H -1.0647 -0.4294 7.8467
H 1.2109 0.4355 7.2870
*
```